(1)
Here is a molecular structure, C27H28BrGaNO3P2 in a non-equilibrium geometry from the OMol25 dataset. Energies are from ωB97M-V/def2-TZVPD.

## Properties
E_tot in Ha: -6507.49886
HOMO level in eV: -9.182
Total charge: +1

Geometry as XYZ:
```
63
C27H28BrGaNO3P2 ωB97M-V/def2-TZVPD
C 0.269 -4.624 -1.851
C 0.555 -3.275 -1.664
C -0.331 -2.307 -2.216
C -1.545 -2.709 -2.801
C -1.829 -4.072 -2.932
C -0.912 -5.031 -2.487
C -2.494 -1.592 -3.112
C -1.776 -0.412 -3.698
C -0.548 -0.099 -3.087
C 0.108 1.131 -3.378
C -0.453 1.966 -4.340
C -1.654 1.637 -4.983
C -2.326 0.461 -4.640
H 0.986 -5.365 -1.491
H -2.767 -4.375 -3.401
H -1.110 -6.096 -2.629
H -3.329 -1.925 -3.739
H 0.065 2.896 -4.589
H -2.062 2.304 -5.746
H -3.285 0.211 -5.096
N -0.025 -0.962 -2.146
Ga -0.088 -0.040 0.020
C 1.777 -2.800 -0.917
H 2.359 -2.111 -1.549
H 2.404 -3.653 -0.614
C 1.407 1.469 -2.669
H 2.146 0.675 -2.864
H 1.787 2.432 -3.046
P 1.329 -1.858 0.611
P 1.293 1.623 -0.836
C 0.577 3.268 -0.606
H 0.551 3.519 0.462
H 1.198 4.003 -1.140
H -0.444 3.293 -1.007
C 3.009 1.729 -0.272
H 3.466 2.643 -0.677
H 3.044 1.772 0.823
H 3.583 0.859 -0.613
C 0.562 -3.127 1.646
H 1.208 -4.017 1.651
H 0.446 -2.747 2.668
H -0.423 -3.393 1.247
C 2.936 -1.534 1.383
H 2.799 -0.939 2.293
H 3.390 -2.499 1.649
H 3.602 -0.996 0.697
C 0.273 0.727 1.975
O 0.353 1.142 3.051
H -2.879 -1.226 -2.117
Br -2.743 -1.349 1.895
C -2.972 0.496 2.354
C -3.138 0.835 3.698
C -3.341 2.171 4.072
C -3.390 3.164 3.089
C -3.235 2.827 1.745
C -2.984 1.497 1.373
C -2.875 1.190 -0.100
O -3.713 1.627 -0.870
O -1.867 0.423 -0.507
H -3.123 0.049 4.449
H -3.479 2.413 5.127
H -3.556 4.205 3.373
H -3.317 3.576 0.959
```


(2)
Here is a molecular structure, C3H8INO2S in a non-equilibrium geometry from the OMol25 dataset. Energies are from ωB97M-V/def2-TZVPD.

## Properties
E_tot in Ha: -1020.10059
HOMO level (spin up / spin down) in eV: -8.747 / -8.746
Relative energy (zero: lowest compared OMol25 entry of this formula, charge and spin) in kJ/mol: 66.10

Geometry as XYZ:
```
16
C3H8INO2S ωB97M-V/def2-TZVPD
C -0.473 -1.076 0.201
C -1.543 1.200 -0.018
C -0.425 0.395 0.556
N 2.531 -0.442 0.711
O 1.466 2.364 0.017
O 1.322 0.681 -1.621
S 1.135 1.022 -0.252
I 4.292 -0.012 -0.003
H -0.112 -1.147 -0.740
H 0.162 -1.567 0.950
H -1.547 -1.321 0.335
H -2.375 1.262 0.674
H -1.951 0.848 -0.986
H -1.214 2.201 -0.154
H -0.366 0.388 1.704
H 2.331 0.012 1.656
```


(3)
Here is a molecular structure, C3H10N2S in a non-equilibrium geometry from the OMol25 dataset. Energies are from ωB97M-V/def2-TZVPD.

## Properties
E_tot in Ha: -627.96377
HOMO level in eV: -6.974
Relative energy (zero: lowest compared OMol25 entry of this formula, charge and spin) in kJ/mol: 81.03

Geometry as XYZ:
```
16
C3H10N2S ωB97M-V/def2-TZVPD
N -1.693 -2.352 2.001
C -0.718 -1.685 1.384
N -0.783 -0.528 0.841
H -2.632 -1.998 2.072
H -1.522 -3.242 2.437
H 0.241 -2.196 1.338
H 0.312 -0.197 0.333
H -1.680 -0.052 0.802
C 0.829 2.275 -1.258
C 1.254 0.883 -1.676
S 1.858 -0.141 -0.291
H 1.577 2.730 -0.609
H -0.119 2.245 -0.709
H 0.628 2.954 -2.093
H 2.041 0.928 -2.426
H 0.407 0.376 -2.147
```


(4)
Here is 9 unconnected molecules or ions with the total composition C32H48BrFNO24 in a non-equilibrium geometry from the OMol25 dataset. Energies are from ωB97M-V/def2-TZVPD.

## Properties
E_tot in Ha: -5782.25939
HOMO level in eV: -12.360
Total charge: +1

Geometry as XYZ:
```
107
C32H48BrFNO24 ωB97M-V/def2-TZVPD
F 1.901 -2.029 2.695
C 2.579 -2.219 1.393
C 2.643 -0.898 0.433
C 1.219 -0.356 -0.146
C -0.079 -1.316 0.097
C -1.087 -1.057 -1.214
C -2.571 -1.735 -0.921
C -2.642 -2.528 0.518
N -2.171 -1.704 1.695
C -0.967 -0.825 1.413
Br -1.700 1.058 1.201
H 2.166 -3.158 0.783
H 3.710 -2.506 1.643
H 3.109 -0.015 1.085
H 3.387 -1.027 -0.490
H 1.351 -0.243 -1.326
H 1.066 0.757 0.247
H 0.127 -2.466 0.099
H -0.651 -1.621 -2.172
H -1.142 0.078 -1.523
H -3.349 -0.837 -1.012
H -2.788 -2.490 -1.814
H -2.111 -3.587 0.503
H -3.797 -2.764 0.704
H -1.973 -2.275 2.571
H -2.977 -1.067 1.974
H -0.324 -0.794 2.411
C 5.187 2.148 -1.269
C 6.536 1.743 -1.768
O 6.318 0.440 -2.275
C 4.990 0.350 -2.579
O 4.486 -0.575 -3.194
O 4.301 1.429 -2.107
H 5.017 3.224 -1.357
H 5.017 1.844 -0.231
H 6.891 2.384 -2.582
H 7.287 1.729 -0.973
C -5.013 2.837 4.642
C -3.664 2.432 4.143
O -3.882 1.129 3.636
C -5.210 1.039 3.332
O -5.714 0.114 2.717
O -5.899 2.118 3.804
H -5.183 3.913 4.554
H -5.183 2.533 5.680
H -3.309 3.073 3.329
H -2.913 2.418 4.938
C 2.504 -2.159 -5.417
C 3.374 -2.578 -6.558
O 3.052 -3.945 -6.729
C 1.801 -4.125 -6.212
O 1.142 -5.143 -6.342
O 1.384 -3.018 -5.531
H 2.198 -1.112 -5.489
H 2.980 -2.325 -4.445
H 3.139 -2.040 -7.482
H 4.438 -2.455 -6.336
C -5.707 -2.419 5.380
C -4.571 -2.494 4.412
O -3.631 -3.318 5.076
C -4.331 -4.077 5.969
O -3.862 -5.016 6.591
O -5.623 -3.648 6.075
H -6.674 -2.322 4.879
H -5.593 -1.599 6.096
H -4.856 -2.971 3.468
H -4.141 -1.511 4.197
C -6.005 -4.368 -4.519
C -4.560 -4.547 -4.179
O -4.369 -3.661 -3.093
C -5.592 -3.473 -2.515
O -5.770 -2.902 -1.451
O -6.587 -4.007 -3.281
H -6.457 -5.284 -4.908
H -6.168 -3.557 -5.236
H -4.331 -5.566 -3.850
H -3.902 -4.286 -5.013
C -10.578 -1.613 3.822
C -11.393 -0.962 4.893
O -10.542 -1.008 6.022
C -9.263 -1.098 5.553
O -8.266 -0.988 6.246
O -9.247 -1.327 4.207
H -10.791 -1.205 2.831
H -10.713 -2.700 3.797
H -11.622 0.084 4.665
H -12.326 -1.496 5.088
C 7.530 6.540 0.920
C 7.211 6.177 -0.494
O 6.550 4.932 -0.369
C 6.034 4.881 0.894
O 5.259 4.026 1.287
O 6.497 5.914 1.658
H 7.523 7.621 1.085
H 8.493 6.136 1.249
H 6.530 6.893 -0.966
H 8.108 6.079 -1.111
C 10.465 4.657 -4.235
C 11.572 5.636 -4.461
O 11.286 6.669 -3.537
C 10.530 6.115 -2.544
O 10.247 6.677 -1.499
O 10.133 4.851 -2.873
H 10.780 3.625 -4.414
H 9.584 4.873 -4.849
H 12.556 5.216 -4.229
H 11.582 6.023 -5.484
```


Question: What is the E_tot in the third record?
Answer: -627.96377 Ha


Question: E_tot of number 1 (C27H28BrGaNO3P2)?
Answer: -6507.49886 Ha


Repeat the third record exactly.
Here is a molecular structure, C3H10N2S in a non-equilibrium geometry from the OMol25 dataset. Energies are from ωB97M-V/def2-TZVPD.

## Properties
E_tot in Ha: -627.96377
HOMO level in eV: -6.974
Relative energy (zero: lowest compared OMol25 entry of this formula, charge and spin) in kJ/mol: 81.03

Geometry as XYZ:
```
16
C3H10N2S ωB97M-V/def2-TZVPD
N -1.693 -2.352 2.001
C -0.718 -1.685 1.384
N -0.783 -0.528 0.841
H -2.632 -1.998 2.072
H -1.522 -3.242 2.437
H 0.241 -2.196 1.338
H 0.312 -0.197 0.333
H -1.680 -0.052 0.802
C 0.829 2.275 -1.258
C 1.254 0.883 -1.676
S 1.858 -0.141 -0.291
H 1.577 2.730 -0.609
H -0.119 2.245 -0.709
H 0.628 2.954 -2.093
H 2.041 0.928 -2.426
H 0.407 0.376 -2.147
```


Copy entry 2 word for word.
Here is a molecular structure, C3H8INO2S in a non-equilibrium geometry from the OMol25 dataset. Energies are from ωB97M-V/def2-TZVPD.

## Properties
E_tot in Ha: -1020.10059
HOMO level (spin up / spin down) in eV: -8.747 / -8.746
Relative energy (zero: lowest compared OMol25 entry of this formula, charge and spin) in kJ/mol: 66.10

Geometry as XYZ:
```
16
C3H8INO2S ωB97M-V/def2-TZVPD
C -0.473 -1.076 0.201
C -1.543 1.200 -0.018
C -0.425 0.395 0.556
N 2.531 -0.442 0.711
O 1.466 2.364 0.017
O 1.322 0.681 -1.621
S 1.135 1.022 -0.252
I 4.292 -0.012 -0.003
H -0.112 -1.147 -0.740
H 0.162 -1.567 0.950
H -1.547 -1.321 0.335
H -2.375 1.262 0.674
H -1.951 0.848 -0.986
H -1.214 2.201 -0.154
H -0.366 0.388 1.704
H 2.331 0.012 1.656
```